[1]
Below is a structure of composition CH2NO3S in a non-equilibrium geometry, with properties calculated with wB97M-V/def2-TZVPD.

```
8
CH2NO3S (wB97M-V/def2-TZVPD)
C -1.23 -0.24 0.02
N 1.03 1.11 0.29
O -0.32 -1.12 0.25
O 2.86 -0.49 0.17
O -0.32 1.20 -0.11
S 1.53 -0.22 -0.37
H -1.94 0.09 0.73
H -1.62 -0.33 -0.98
```

F_max (eV/Å): 3.75
Energy relative to the best compared isomer or geometry (same formula, charge and spin) (kcal per mole): 96.7
E_tot (a.u.): -717.88736
LUMO level (eV): 4.2
Total charge: -1

---

[2]
Below is a structure of composition C17H52AgB2F3N4O8SV in a non-equilibrium geometry, with properties calculated with wB97M-V/def2-TZVPD.

```
89
C17H52AgB2F3N4O8SV (wB97M-V/def2-TZVPD)
O -27.56 15.88 23.49
V -27.59 17.01 24.69
Ag -26.40 17.53 28.30
B -27.89 18.53 26.34
H -27.88 19.23 27.16
H -28.43 17.61 26.53
H -28.37 19.00 25.49
H -26.88 18.24 26.12
B -25.39 16.15 25.31
H -24.48 16.22 25.89
H -26.27 15.99 25.90
H -25.55 17.05 24.75
H -25.29 15.30 24.65
C -29.25 12.83 25.61
F -30.58 13.09 25.25
F -29.17 11.68 26.29
F -28.47 12.67 24.52
S -28.47 14.17 26.76
O -29.34 14.33 27.89
O -27.19 13.62 27.18
O -28.32 15.37 25.98
C -21.90 16.29 29.83
C -21.79 15.84 28.40
C -20.55 16.47 27.58
O -20.75 17.85 27.12
C -19.71 18.39 26.29
N -21.50 14.42 28.52
H -21.12 15.90 30.48
H -22.78 15.86 30.31
H -21.80 17.37 29.93
H -22.72 16.00 27.86
H -20.32 15.89 26.69
H -19.66 16.42 28.22
H -18.76 18.42 26.84
H -19.95 19.36 25.85
H -19.68 17.72 25.44
H -22.33 14.18 29.04
H -20.76 14.11 29.13
C -23.16 18.40 21.35
C -23.54 17.38 22.41
C -22.43 16.24 22.33
O -21.19 16.65 23.01
C -20.31 15.60 23.44
N -23.55 17.98 23.68
H -22.11 18.67 21.40
H -23.59 19.38 21.59
H -23.50 18.26 20.33
H -24.53 16.95 22.24
H -22.16 15.80 21.37
H -22.78 15.50 23.05
H -19.39 16.08 23.77
H -20.19 14.92 22.60
H -20.69 14.93 24.21
H -22.57 17.92 23.92
H -23.99 17.27 24.25
C -22.92 13.27 25.07
C -24.07 12.91 25.98
C -23.98 11.48 26.63
O -25.24 11.38 27.42
C -25.51 10.02 27.65
N -24.20 13.87 27.10
H -23.12 14.00 24.29
H -22.64 12.38 24.51
H -22.08 13.62 25.66
H -24.97 12.99 25.36
H -23.11 11.35 27.27
H -23.96 10.74 25.83
H -24.73 9.63 28.30
H -25.47 9.48 26.71
H -26.47 9.94 28.16
H -24.23 14.72 26.55
H -23.29 13.95 27.53
C -26.41 20.55 24.08
C -27.17 19.81 22.97
C -26.85 20.36 21.55
O -27.42 19.55 20.57
C -28.66 20.05 19.99
N -26.82 18.40 23.06
H -26.68 20.20 25.08
H -26.57 21.62 24.05
H -25.33 20.57 23.95
H -28.26 19.79 23.03
H -25.77 20.25 21.49
H -27.11 21.40 21.34
H -29.47 19.92 20.71
H -28.69 19.47 19.07
H -28.67 21.13 19.81
H -25.81 18.38 23.07
H -27.14 18.29 22.10
```

F_max (eV/Å): 4.51
2S+1: 3
E_tot (a.u.): -3337.97288
LUMO level (spin up / spin down) (eV): 0.9 / 1.6
Total charge: -1